Record 1
Here is C4H16BrN8O4Y as an isolated structure in a non-equilibrium geometry from the Open Molecules 2025 dataset. Energies are from wB97M-V/def2-TZVPD.

Structure (XYZ):
```
34
Properties=species:S:1:pos:R:3:forces:R:3:mulliken_charge:R:1
Y 1.995 -0.816 -0.484 -4.24 1.10 -1.60 1.88
Br 0.506 1.585 -0.073 1.07 -1.04 -0.34 -0.55
C 0.788 3.020 3.924 0.71 0.29 -0.95 0.58
O 0.760 3.024 5.128 -0.23 -0.13 0.23 -0.59
N -0.277 2.612 3.131 0.13 0.15 1.02 -0.26
N 1.887 3.435 3.196 -0.34 -0.56 0.03 -0.34
H -0.183 2.347 2.169 -0.13 0.17 0.16 -0.02
H -1.080 2.415 3.703 -0.26 -0.18 -0.43 0.19
H 1.826 3.571 2.204 0.09 0.19 0.05 0.14
H 2.709 3.715 3.697 -0.02 0.15 0.04 0.22
C -1.422 -1.550 -1.566 -0.81 -0.97 0.04 0.56
O -0.183 -1.434 -1.477 1.28 0.36 0.07 -0.46
N -2.279 -0.573 -1.184 0.99 0.15 0.30 -0.32
N -1.967 -2.687 -2.063 0.03 0.41 0.37 -0.38
H -1.811 0.256 -0.844 -0.22 0.00 0.21 0.18
H -3.214 -0.757 -0.862 -0.13 -0.01 -0.36 0.25
H -2.941 -2.894 -1.925 -0.08 0.12 -0.35 0.18
H -1.437 -3.293 -2.664 0.20 -0.12 0.27 0.24
C 1.332 0.047 -3.835 0.49 1.13 -0.81 0.74
O 1.948 -0.454 -2.853 0.54 -0.62 1.91 -0.61
N 1.516 -0.424 -5.078 -0.37 0.00 0.68 -0.40
N 0.608 1.170 -3.691 0.01 -0.79 0.48 -0.23
H 0.908 -0.104 -5.812 0.20 -0.13 -0.23 0.20
H 2.155 -1.184 -5.229 -0.05 -0.05 -0.10 0.24
H 0.414 1.450 -2.741 -0.04 0.28 -0.08 0.09
H 0.263 1.716 -4.461 -0.05 -0.05 -0.04 0.21
C -0.041 -1.735 2.132 -0.10 0.23 0.75 0.61
O 0.844 -1.609 1.222 1.24 0.33 -0.56 -0.57
N 0.058 -2.736 3.004 0.08 0.23 -0.85 -0.34
N -1.026 -0.836 2.294 -0.30 -0.26 -0.48 -0.25
H 0.860 -3.336 2.896 -0.20 -0.31 0.21 0.25
H -0.576 -2.838 3.779 0.13 0.00 0.12 0.22
H -0.992 0.050 1.812 0.25 -0.13 -0.26 0.08
H -1.948 -1.152 2.551 0.14 0.05 0.48 0.27
```
Forces are in eV/Å.

Its multiplicity is 1. As for the net charge: +2. For the energy above the lowest of the compared OMol25 structures with the same formula, charge and spin, the calculation gives 0.0 kcal/mol. The HOMO-LUMO gap comes out at 5.99 eV. The total energy comes out at -3513.1353 Eh. The calculation puts the molecular weight at 409.0 g/mol.

=====

Record 2
Here is C4H16ClMgO4 as an isolated structure in a non-equilibrium geometry from the Open Molecules 2025 dataset. Energies are from wB97M-V/def2-TZVPD.

Structure (XYZ):
```
26
Properties=species:S:1:pos:R:3:forces:R:3:mulliken_charge:R:1
Mg 2.684 2.540 -3.833 -1.25 -1.63 1.52 1.36
Cl 1.055 0.515 -1.950 1.25 1.61 -1.52 -0.35
O 1.470 -3.425 -2.429 0.25 -0.08 0.01 -0.62
H 1.611 -2.490 -2.280 0.03 0.21 0.10 0.27
H 0.636 -3.471 -2.896 -0.33 -0.08 -0.14 0.34
O -1.681 -1.690 -4.127 0.06 -0.17 0.10 -0.60
H -1.247 -0.986 -3.647 0.07 0.19 0.24 0.29
H -1.613 -1.431 -5.046 -0.07 -0.03 -0.29 0.31
C 3.641 -2.033 1.866 1.13 2.12 -0.23 -0.99
C 3.123 -1.892 3.286 -0.16 -1.88 -0.76 -0.20
O 2.450 -3.126 3.464 -1.59 -0.20 0.70 -0.50
H 4.249 -1.138 1.739 0.69 0.02 -0.37 0.32
H 2.908 -1.895 1.072 -0.62 -0.34 0.46 0.25
H 4.238 -2.906 1.600 -0.10 -0.06 0.63 0.31
H 2.427 -1.060 3.386 0.13 0.24 -0.10 0.28
H 3.817 -1.918 4.126 0.83 0.92 -0.54 0.25
H 1.735 -2.880 4.056 -0.33 -0.80 0.21 0.29
C -4.345 3.662 0.622 -0.64 -0.69 -0.17 -1.02
C -3.234 3.137 -0.265 1.12 -0.26 0.53 -0.10
O -2.144 2.617 0.501 0.50 0.32 1.32 -0.51
H -4.932 2.807 0.957 -0.11 0.09 0.19 0.27
H -5.007 4.285 0.022 -0.05 -0.03 -0.08 0.32
H -4.091 4.244 1.508 0.62 -0.08 -0.22 0.32
H -2.832 3.958 -0.859 -0.25 -0.10 -0.58 0.22
H -3.497 2.227 -0.803 -0.99 0.71 -0.86 0.25
H -1.420 2.348 -0.069 -0.19 0.01 -0.15 0.25
```
Forces are in eV/Å.

Its multiplicity is 1. As for the net charge: +1. For the energy above the lowest of the compared OMol25 structures with the same formula, charge and spin, the calculation gives 75.9 kcal/mol. The HOMO-LUMO gap comes out at 2.03 eV. The total energy comes out at -1122.8033 Eh. The calculation puts the molecular weight at 187.9 g/mol.

=====

Record 3
Here is C4H16ClN8O4V as an isolated structure in a non-equilibrium geometry from the Open Molecules 2025 dataset. Energies are from wB97M-V/def2-TZVPD.

Structure (XYZ):
```
34
Properties=species:S:1:pos:R:3:forces:R:3:mulliken_charge:R:1
V 13.680 21.346 -1.415 2.33 0.36 2.30 1.44
Cl 14.462 19.852 0.732 -1.04 0.88 -1.28 -0.61
C 15.609 23.482 0.100 2.33 0.50 1.40 0.63
O 15.052 22.854 -0.803 -2.52 -1.48 -3.40 -0.64
N 15.543 23.051 1.328 -0.84 -1.08 2.96 -0.17
N 16.468 24.500 -0.005 -0.36 0.31 -0.80 -0.34
H 15.076 22.194 1.588 0.01 0.04 -0.45 0.09
H 16.128 23.415 2.066 -0.07 0.06 -0.11 0.19
H 16.812 24.814 0.891 0.34 0.49 -0.62 0.20
H 16.792 24.908 -0.870 -0.20 -0.04 0.17 0.24
C 15.808 15.937 -1.589 1.75 -0.72 -1.81 0.58
O 16.379 16.715 -2.293 0.78 2.35 -1.46 -0.63
N 15.284 16.211 -0.435 -2.62 2.01 4.46 -0.37
N 15.803 14.652 -1.831 -0.46 -4.15 -1.32 -0.38
H 14.480 15.670 -0.151 0.21 0.08 0.13 0.22
H 15.247 17.190 -0.193 -0.01 -0.14 -0.07 0.16
H 15.358 13.976 -1.227 0.18 0.25 -0.06 0.17
H 16.077 14.285 -2.731 0.10 0.38 0.15 0.23
C 16.607 21.306 4.186 2.30 3.75 2.80 0.57
O 17.220 22.166 4.806 -0.26 0.18 0.17 -0.66
N 17.043 20.790 3.100 1.55 -2.10 -4.12 -0.28
N 15.411 20.896 4.500 -3.61 -1.19 1.06 -0.25
H 16.536 19.982 2.769 0.93 0.07 -0.68 0.11
H 17.951 21.080 2.765 -0.11 -0.55 0.01 0.20
H 14.958 21.327 5.294 0.03 -0.39 -0.10 0.20
H 15.009 20.202 3.887 -0.23 0.34 0.82 0.11
C 12.772 18.671 4.348 -0.04 2.74 -2.21 0.80
O 12.602 18.528 5.575 -0.19 -0.77 2.68 -0.16
N 12.928 17.737 3.496 -0.25 -4.75 -0.58 -0.25
N 12.808 19.871 3.845 -0.26 2.83 0.44 -0.32
H 12.742 16.822 3.881 0.34 -0.54 -0.23 0.28
H 12.697 17.799 2.515 0.10 0.57 -0.01 0.24
H 13.152 20.030 2.908 0.14 -0.26 -0.35 0.09
H 12.841 20.688 4.438 -0.36 -0.03 0.11 0.30
```
Forces are in eV/Å.

Its multiplicity is 5. As for the net charge: +2. For the energy above the lowest of the compared OMol25 structures with the same formula, charge and spin, the calculation gives 0.0 kcal/mol. The HOMO-LUMO gap (alpha / beta) comes out at 4.93 / 2.67 eV. The total energy comes out at -2304.6135 Eh. The calculation puts the molecular weight at 326.6 g/mol.